[1]
# C2H9O3

A molecular structure, C2H9O3 (ωB97M-V with the def2-TZVPD basis set, OMol25).

Geometry as XYZ:
```
14
C2H9O3 (ωB97M-V with the def2-TZVPD basis set)
C 0.39 -0.85 0.55
O 0.04 0.39 0.03
C 0.21 -0.91 2.07
H -0.25 -1.62 0.11
H 1.43 -1.07 0.31
H -0.82 -0.74 2.32
H 0.52 -1.90 2.42
H 0.76 -0.08 2.52
H 0.82 1.90 -1.01
H -0.18 1.81 -2.06
O 0.55 2.40 -1.81
H -1.33 0.32 -2.76
H -0.65 0.24 -0.86
O -1.50 0.12 -1.84
```

Properties
LUMO = 0.1547 hartree
Highest occupied orbital energy = -4.3 eV
Energy relative to the best compared isomer or geometry (same formula, charge and spin) = 24.6 kJ/mol
2S+1 = 1
Net charge = -1

***

[2]
# C11H18NOSi

A gas-phase ion, C11H18NOSi (charge +1) (ωB97M-V with the def2-TZVPD basis set, OMol25).

Geometry as XYZ:
```
32
C11H18NOSi (ωB97M-V with the def2-TZVPD basis set)
C -4.09 2.04 -0.21
Si -3.12 0.83 0.84
C -3.03 -1.03 0.44
C -1.87 -0.25 -0.16
O -1.83 -0.11 -1.53
N -0.49 -0.67 0.33
C 0.14 -1.85 -0.32
C 1.61 -1.94 0.10
C 2.30 -0.59 0.05
C 3.05 -0.16 1.14
C 3.70 1.06 1.10
C 3.61 1.86 -0.02
C 2.85 1.45 -1.10
C 2.20 0.23 -1.07
H -4.76 1.52 -0.89
H -4.69 2.71 0.41
H -3.41 2.65 -0.80
H -2.58 1.12 2.16
H -2.77 -1.73 1.23
H -3.70 -1.50 -0.27
H -2.18 -0.90 -1.98
H -0.53 -0.81 1.34
H 0.17 0.11 0.14
H 0.06 -1.70 -1.40
H -0.41 -2.75 -0.05
H 2.11 -2.63 -0.57
H 1.68 -2.34 1.11
H 3.13 -0.79 2.01
H 4.29 1.38 1.95
H 4.14 2.80 -0.06
H 2.77 2.08 -1.98
H 1.63 -0.09 -1.93
```

Properties
LUMO = -0.0941 hartree
Highest occupied orbital energy = -12.5 eV
Energy relative to the best compared isomer or geometry (same formula, charge and spin) = 0.0 kJ/mol
2S+1 = 1
Net charge = +1

***

[3]
# C26H49ClN4Pt

A molecular structure, C26H49ClN4Pt (ωB97M-V with the def2-TZVPD basis set, OMol25).

Geometry as XYZ:
```
81
C26H49ClN4Pt (ωB97M-V with the def2-TZVPD basis set)
Pt 0.02 -0.03 0.19
Cl 0.06 0.17 -2.22
C 2.22 -3.61 -0.10
C 1.34 -1.56 -0.07
N 1.07 -2.88 -0.22
H 4.28 -2.93 0.12
N 2.70 -1.48 -0.03
H 2.26 -4.68 -0.15
C -0.26 -3.55 -0.37
C -0.06 -5.00 -0.79
C -0.99 -3.55 0.97
H 0.42 -5.59 0.00
H -1.04 -5.44 -0.97
H 0.52 -5.08 -1.72
H -2.00 -3.42 -1.60
H -0.51 -2.84 -2.40
H -0.95 -2.58 1.47
C -1.06 -2.87 -1.45
H -0.54 -4.29 1.64
H -2.04 -3.82 0.80
H -1.32 -1.84 -1.19
C 3.23 -2.74 0.02
C 3.57 0.15 1.57
H 3.87 -0.69 2.21
H 4.29 0.97 1.70
C 3.56 -0.27 0.11
H 3.65 1.75 -0.58
C 4.98 -0.61 -0.31
H 5.01 -1.03 -1.33
H 2.58 0.51 1.90
H 2.01 1.07 -0.65
H 5.47 -1.30 0.38
H 5.56 0.31 -0.31
C 3.08 0.84 -0.80
H 3.19 0.56 -1.85
C -3.24 2.74 -0.31
N -2.71 1.50 -0.08
H -2.25 4.68 -0.40
N -1.08 2.91 -0.03
H -4.29 2.92 -0.48
C -3.56 0.28 -0.21
C -5.00 0.63 0.14
C -3.51 -0.20 -1.66
H -5.47 1.27 -0.61
H -5.58 -0.31 0.17
H -5.08 1.09 1.13
H -3.76 -1.66 0.64
H -3.15 -0.43 1.79
H -2.49 -0.22 -2.04
C -3.11 -0.78 0.75
H -4.12 0.46 -2.29
H -3.94 -1.21 -1.71
H -2.08 -1.12 0.53
C -2.23 3.62 -0.28
C 0.88 3.42 -1.41
H 0.37 4.08 -2.13
H 1.94 3.72 -1.36
C 0.25 3.57 -0.03
H 2.13 3.44 0.98
C 0.08 5.06 0.24
H -0.45 5.25 1.17
H 0.81 2.40 -1.78
H 1.23 1.91 0.99
H -0.42 5.57 -0.59
H 1.09 5.50 0.33
C 1.12 3.01 1.06
H 0.71 3.25 2.05
C -1.37 1.59 0.07
C -1.26 1.65 3.39
C 0.01 0.80 3.33
C 0.24 0.17 4.70
C -0.07 -0.31 2.24
H -2.14 1.02 3.55
H -1.41 2.23 2.47
H -1.19 2.36 4.23
H 0.86 1.45 3.09
H -0.60 -0.48 4.97
H 1.16 -0.42 4.72
H 0.33 0.96 5.46
H 0.75 -1.02 2.45
H -1.00 -0.85 2.42
```

Properties
LUMO (spin up / spin down) = 0.1435 / 0.0769 hartree
<S²> = 6.0101
Highest occupied orbital energy (spin up / spin down) = 2.4 / -3.3 eV
Energy relative to the best compared isomer or geometry (same formula, charge and spin) = 50.3 kJ/mol
2S+1 = 5
Net charge = -2

***

[4]
# C71H81N8O13Si

7 unconnected molecules or ions with the total composition C71H81N8O13Si (ωB97M-V with the def2-TZVPD basis set, OMol25).

Geometry as XYZ:
```
174
C71H81N8O13Si (ωB97M-V with the def2-TZVPD basis set)
C -4.75 -1.23 -0.86
C -4.36 -1.43 -2.32
C -3.28 -2.51 -2.56
N -1.88 -2.00 -2.52
C -0.92 -2.88 -3.31
C 0.47 -2.64 -2.68
C 1.64 -2.38 -3.64
C 2.87 -3.23 -3.29
C 3.58 -2.75 -2.01
C 3.32 -3.62 -0.77
C 4.47 -4.58 -0.45
C 4.37 -5.16 0.97
C 5.10 -4.30 2.00
C 4.94 -4.84 3.44
Si 6.41 -4.41 4.53
C 7.84 -5.55 4.16
C 6.96 -2.63 4.24
C 5.87 -4.57 6.33
C 5.13 -5.71 6.73
C 4.70 -5.87 8.03
C 5.00 -4.92 8.98
C 5.72 -3.78 8.61
C 6.15 -3.62 7.30
C 0.21 -1.66 -1.52
C 0.35 -0.17 -1.77
C 0.25 0.40 -3.04
C 0.32 1.78 -3.17
N 0.49 2.60 -2.14
C 0.58 2.06 -0.93
C 0.52 0.69 -0.70
C -1.24 -1.98 -1.18
O -4.04 -0.24 -3.04
C -3.34 0.81 -2.39
C -4.22 1.96 -1.96
C -3.61 3.06 -1.39
C -4.37 4.15 -1.01
C -5.74 4.15 -1.21
C -6.34 3.05 -1.78
C -5.59 1.96 -2.16
H -5.65 -0.63 -0.79
H -3.96 -0.82 -0.24
H -4.99 -2.22 -0.45
H -5.24 -1.82 -2.82
H -3.44 -2.96 -3.54
H -3.34 -3.29 -1.80
H -1.80 -1.09 -2.98
H -0.97 -2.61 -4.36
H -1.23 -3.91 -3.15
H 0.72 -3.57 -2.17
H 1.97 -1.34 -3.58
H 1.34 -2.59 -4.67
H 2.58 -4.28 -3.18
H 3.57 -3.15 -4.13
H 3.25 -1.73 -1.79
H 4.64 -2.72 -2.21
H 2.42 -4.23 -0.89
H 3.19 -2.98 0.11
H 5.41 -4.02 -0.52
H 4.49 -5.40 -1.18
H 4.78 -6.17 1.00
H 3.31 -5.22 1.26
H 4.67 -3.30 1.98
H 6.15 -4.25 1.72
H 4.06 -4.38 3.90
H 4.80 -5.93 3.42
H 8.14 -5.42 3.12
H 7.59 -6.60 4.31
H 8.71 -5.32 4.77
H 8.00 -2.50 4.52
H 6.84 -2.36 3.19
H 6.35 -1.95 4.84
H 4.88 -6.47 6.00
H 4.13 -6.75 8.30
H 4.69 -5.05 10.00
H 5.96 -3.03 9.34
H 6.69 -2.73 7.02
H 0.87 -1.93 -0.69
H 0.13 -0.21 -3.92
H 0.24 2.24 -4.14
H 0.71 2.73 -0.09
H 0.60 0.31 0.32
H -1.30 -2.98 -0.74
H -1.69 -1.26 -0.51
H -2.61 1.19 -3.10
H -2.77 0.46 -1.52
H -2.54 3.08 -1.24
H -3.88 5.01 -0.58
H -6.31 5.03 -0.93
H -7.41 3.07 -1.96
H -6.07 1.11 -2.62
C 5.90 1.98 -5.36
C 6.18 1.53 -4.07
C 6.29 0.18 -3.81
C 6.11 -0.71 -4.86
C 5.82 -0.29 -6.15
C 5.72 1.07 -6.39
N 6.22 -2.15 -4.60
O 6.43 -2.50 -3.44
O 6.08 -2.92 -5.52
H 5.82 3.04 -5.56
H 6.32 2.24 -3.27
H 6.51 -0.19 -2.82
H 5.69 -1.01 -6.95
H 5.49 1.41 -7.39
C 8.87 -6.55 7.75
C 8.40 -6.26 9.02
C 9.10 -6.70 10.14
C 10.25 -7.43 9.94
C 10.74 -7.74 8.69
C 10.03 -7.29 7.58
N 11.00 -7.89 11.13
O 10.55 -7.63 12.22
O 12.03 -8.51 10.93
H 8.32 -6.20 6.89
H 7.49 -5.68 9.12
H 8.75 -6.49 11.13
H 11.65 -8.31 8.58
H 10.40 -7.52 6.59
C 6.85 2.99 -13.26
C 6.98 1.63 -13.01
C 6.36 1.07 -11.91
C 5.61 1.88 -11.08
C 5.46 3.24 -11.31
C 6.09 3.79 -12.41
N 4.94 1.28 -9.92
O 5.10 0.09 -9.71
O 4.27 2.01 -9.21
H 7.33 3.43 -14.12
H 7.57 1.02 -13.67
H 6.46 0.01 -11.70
H 4.87 3.84 -10.64
H 5.99 4.85 -12.61
C -8.34 10.14 -3.03
C -8.60 9.94 -1.68
C -8.82 8.66 -1.20
C -8.77 7.60 -2.09
C -8.52 7.78 -3.44
C -8.31 9.06 -3.90
N -8.99 6.24 -1.58
O -9.21 6.11 -0.39
O -8.91 5.32 -2.36
H -8.17 11.14 -3.40
H -8.63 10.78 -1.00
H -9.02 8.48 -0.15
H -8.50 6.93 -4.10
H -8.11 9.22 -4.95
C -9.49 6.03 3.80
C -8.73 6.67 2.82
C -7.78 7.60 3.19
C -7.60 7.88 4.53
C -8.35 7.26 5.52
C -9.30 6.33 5.14
N -6.57 8.86 4.92
O -5.95 9.40 4.03
O -6.41 9.06 6.10
H -10.23 5.30 3.51
H -8.87 6.44 1.77
H -7.18 8.11 2.45
H -8.18 7.50 6.55
H -9.90 5.83 5.89
C -12.72 0.44 2.61
C -11.46 0.96 2.86
C -11.29 1.93 3.84
C -12.40 2.35 4.54
C -13.67 1.85 4.31
C -13.82 0.89 3.33
N -12.22 3.38 5.58
O -11.10 3.82 5.76
O -13.20 3.73 6.20
H -12.85 -0.32 1.85
H -10.61 0.61 2.30
H -10.32 2.34 4.05
H -14.51 2.22 4.88
H -14.81 0.48 3.13
```

Properties
LUMO = -0.0818 hartree
Highest occupied orbital energy = -10.6 eV
Energy relative to the best compared isomer or geometry (same formula, charge and spin) = 0.0 kJ/mol
2S+1 = 1
Net charge = +1

***

[5]
# C3H2N4O

A molecular structure, C3H2N4O (ωB97M-V with the def2-TZVPD basis set, OMol25).

Geometry as XYZ:
```
10
C3H2N4O (ωB97M-V with the def2-TZVPD basis set)
C 0.89 0.03 -0.09
C 0.17 -1.32 -0.08
C 0.24 1.40 0.25
H 0.87 -2.22 0.02
H 0.87 2.13 1.19
N -1.07 -1.44 0.04
N -1.71 -0.32 0.18
N -1.42 0.32 -0.83
N -0.95 1.55 -0.27
O 2.11 -0.12 -0.42
```

Properties
LUMO = -0.0594 hartree
Highest occupied orbital energy = -9.8 eV
Energy relative to the best compared isomer or geometry (same formula, charge and spin) = 551.4 kJ/mol
2S+1 = 1
Net charge = 0

***

[6]
# C2H2NO5P

A gas-phase ion, C2H2NO5P (charge -2) (ωB97M-V with the def2-TZVPD basis set, OMol25).

Geometry as XYZ:
```
11
C2H2NO5P (ωB97M-V with the def2-TZVPD basis set)
H -2.38 0.20 1.20
N -1.31 0.13 1.13
C -1.01 0.89 0.12
O -1.79 1.47 -0.62
C 0.59 0.99 -0.18
O 1.28 1.99 -0.34
P 1.27 -0.78 -0.35
O 1.76 -1.20 1.05
O 2.21 -0.92 -1.45
O -0.07 -1.65 -0.60
H -0.55 -1.13 0.04
```

Properties
LUMO = 0.2561 hartree
Highest occupied orbital energy = -0.2 eV
Energy relative to the best compared isomer or geometry (same formula, charge and spin) = 9.8 kJ/mol
2S+1 = 1
Net charge = -2

***

> Look up the 2S+1 of the fourth one.

1